{"formula": "C22H24AsNiSSe2", "method": "wB97M-V/def2-TZVPD", "elements": ["Ni", "S", "C", "C", "C", "C", "C", "C", "As", "C", "C", "C", "C", "C", "C", "C", "C", "C", "C", "C", "C", "H", "H", "H", "H", "H", "H", "H", "H", "H", "H", "H", "H", "H", "H", "C", "Se", "C", "C", "Se", "C", "H", "H", "H", "H", "H", "H", "H", "H", "H", "H"], "coordinates": [[0.08533, -1.45107, -0.71610], [2.25049, -1.60475, -0.83321], [3.00058, -0.01668, -0.62949], [4.39137, 0.05470, -0.51125], [5.01210, 1.28681, -0.42867], [4.27145, 2.46717, -0.43893], [2.89239, 2.40730, -0.52747], [2.26970, 1.16606, -0.61781], [0.38686, 0.89458, -0.63698], [-0.46777, 2.62695, -0.63864], [-0.99571, 3.18679, 0.51991], [-1.54004, 4.46265, 0.47585], [-1.55850, 5.17622, -0.71349], [-1.03063, 4.61706, -1.86779], [-0.49015, 3.34098, -1.83398], [0.09653, 0.32103, 1.21609], [1.11684, 0.13691, 2.14514], [0.82781, -0.34808, 3.41100], [-0.47888, -0.64911, 3.77038], [-1.50692, -0.45050, 2.86107], [-1.21620, 0.02924, 1.59039], [4.97937, -0.85357, -0.50444], [6.09073, 1.32956, -0.35747], [4.77147, 3.42305, -0.36777], [2.29871, 3.31356, -0.51382], [-0.97318, 2.65011, 1.45823], [-1.94425, 4.90079, 1.37856], [-1.98331, 6.17065, -0.74054], [-1.03988, 5.17208, -2.79610], [-0.08137, 2.91357, -2.74263], [2.14124, 0.36441, 1.87820], [1.62713, -0.48831, 4.12659], [-0.69620, -1.02141, 4.76261], [-2.53303, -0.65159, 3.14219], [-2.03144, 0.24717, 0.90786], [-3.33510, -2.14713, -0.10243], [-2.21374, -1.33262, -1.46789], [-2.11861, -2.84438, -2.70040], [-1.57956, -4.06684, -2.00304], [0.18989, -3.68765, -1.27290], [0.02294, -4.71712, 0.36605], [-4.29924, -2.38924, -0.54296], [-3.47031, -1.40355, 0.67640], [-2.86444, -3.02650, 0.32518], [-1.47839, -2.50351, -3.51445], [-3.11422, -3.02021, -3.10734], [-1.49470, -4.91835, -2.67746], [-2.22135, -4.35883, -1.17431], [-0.11788, -5.76081, 0.09650], [-0.80564, -4.34737, 0.96333], [0.95769, -4.60025, 0.90828]], "e_lumo_ev": [-3.69, -3.73], "charge": 1, "multiplicity": 1, "homo_ev": [-10.501, -10.500]}


{"formula": "C22H24AuClI2O2P2", "method": "wB97M-V/def2-TZVPD", "elements": ["I", "I", "Au", "P", "C", "C", "H", "H", "H", "C", "H", "H", "H", "H", "H", "H", "C", "O", "Cl", "O", "P", "C", "C", "C", "C", "C", "C", "C", "C", "C", "C", "C", "C", "C", "C", "C", "C", "C", "C", "H", "H", "H", "H", "H", "H", "H", "H", "H", "H", "H", "H", "H", "H", "H"], "coordinates": [[3.45403, 4.00564, -2.06970], [4.48080, 2.40415, 1.46204], [2.88009, 0.91590, -0.04438], [4.70058, -0.41378, -0.89719], [5.95014, 0.80664, -1.34985], [5.56441, -1.57281, 0.20282], [3.82500, -2.32674, -2.11940], [5.48485, -1.81535, -2.65710], [4.04501, -0.90355, -3.17976], [4.48087, -1.47504, -2.35377], [4.96325, -2.48492, 0.32621], [6.52217, -1.81823, -0.28035], [6.86119, 0.25527, -1.64114], [6.16740, 1.44074, -0.47028], [5.73889, -1.10025, 1.17469], [5.55827, 1.44587, -2.15693], [1.45409, 2.30260, 0.08334], [0.84734, 3.26339, 0.24007], [2.28385, -1.51730, 0.05396], [-0.11591, 0.73809, 0.62933], [-1.54007, 0.23492, 0.53992], [-2.52410, 1.50846, -0.30094], [-3.49900, 2.20572, 0.44528], [-4.09930, 3.33669, -0.11107], [-3.63716, 3.84784, -1.32695], [-2.54918, 3.23827, -1.98217], [-1.96113, 2.08237, -1.45751], [-1.58331, -1.25079, -0.47870], [-2.08508, -2.45714, 0.02504], [-2.11237, -3.58631, -0.79075], [-1.63350, -3.54684, -2.09632], [-1.07503, -2.35956, -2.56487], [-1.00448, -1.22550, -1.75797], [-2.25072, -0.16117, 2.14644], [-1.43925, -0.09865, 3.29303], [-1.99391, -0.45458, 4.52000], [-3.33402, -0.84039, 4.61988], [-4.15699, -0.83037, 3.49202], [-3.61271, -0.48959, 2.25604], [-3.79139, 1.86477, 1.43568], [-4.93151, 3.80515, 0.41488], [-4.08378, 4.75989, -1.73369], [-2.17502, 3.65949, -2.91543], [-1.05474, 1.65733, -1.91621], [-2.53808, -2.49307, 1.02229], [-2.53738, -4.50476, -0.40251], [-1.67606, -4.43078, -2.72430], [-0.72517, -2.31430, -3.58785], [-0.57976, -0.29776, -2.13743], [-0.40196, 0.23374, 3.21044], [-1.36436, -0.46772, 5.40727], [-3.73008, -1.18780, 5.57230], [-5.20877, -1.11992, 3.55880], [-4.25692, -0.46796, 1.37274]], "e_lumo_ev": [-8.29, -10.56], "e_above_lowest_kcal_mol": 0.0, "charge": 2, "multiplicity": 3, "homo_ev": [-14.600, -14.583]}


{"formula": "C22H24B2F4LaN12O4", "method": "wB97M-V/def2-TZVPD", "elements": ["La", "C", "C", "N", "O", "B", "F", "F", "O", "N", "C", "C", "C", "N", "O", "B", "F", "F", "O", "N", "C", "C", "C", "H", "H", "H", "H", "H", "H", "H", "H", "H", "H", "H", "H", "N", "C", "N", "C", "N", "N", "C", "N", "C", "C", "C", "C", "C", "N", "H", "H", "H", "H", "H", "H", "H", "H", "N", "C", "C", "C", "C", "N", "C", "C", "H", "H", "H", "H"], "coordinates": [[0.03286, 0.32033, 0.43664], [-2.97328, 4.46161, -2.36336], [-1.71295, 3.68573, -2.15255], [-1.44479, 2.80414, -1.25806], [-1.81665, 2.10390, -0.30643], [-4.16209, 0.38787, -0.46418], [-5.10290, 0.90979, 0.26028], [-4.02230, 0.75592, -1.75757], [-3.31983, -0.52191, 0.12123], [-2.09760, -0.79287, -0.54527], [-2.20705, -1.54259, -1.57082], [-3.48035, -2.18114, -2.04506], [-0.89555, -1.75361, -2.26442], [-0.10835, -0.75659, -2.22841], [1.13366, -1.01814, -2.90264], [1.39037, -0.12775, -3.93151], [2.44095, -0.41101, -4.65231], [0.64587, 0.97647, -4.16337], [0.90884, 1.94984, -1.39863], [0.00597, 2.63599, -1.85998], [-0.32030, 3.47789, -2.77618], [0.58132, 3.97462, -3.84945], [-0.61606, -3.04907, -2.94337], [-3.76085, 4.03390, -1.74558], [-3.21215, 4.48376, -3.43585], [-2.68886, 5.43963, -1.94671], [-4.28161, -2.21971, -1.29035], [-3.26249, -3.16903, -2.33816], [-3.79047, -1.62548, -2.91564], [1.53671, 3.57299, -3.53833], [0.63203, 5.06070, -3.85645], [0.35429, 3.55373, -4.83392], [-1.04689, -3.85556, -2.34117], [0.42341, -3.24573, -3.12304], [-1.20163, -3.10501, -3.85902], [-1.53018, -1.91358, 2.71422], [-0.44630, -2.56189, 2.22659], [-0.41698, -3.88338, 2.26632], [0.73294, -4.44319, 1.89365], [0.81732, -5.75865, 1.96899], [1.80944, -3.77148, 1.39297], [1.68101, -2.49763, 1.35392], [0.56291, -1.79083, 1.72593], [2.84088, -1.67139, 0.80818], [4.12293, -2.13603, 0.79978], [5.12110, -1.39708, 0.14070], [4.73172, -0.22608, -0.47567], [3.41763, 0.15403, -0.41351], [2.46452, -0.51402, 0.21972], [-2.27436, -2.43122, 3.12042], [-1.36859, -1.02306, 3.13551], [0.07688, -6.28689, 2.39120], [1.61238, -6.24340, 1.59891], [4.28712, -3.08714, 1.27122], [6.14121, -1.75014, 0.05277], [5.44624, 0.37072, -1.03943], [3.11333, 1.07627, -0.89755], [1.14947, 4.04771, 7.21549], [0.86890, 3.36855, 6.34437], [0.54536, 2.61069, 5.17393], [1.41577, 1.65787, 4.72726], [1.07489, 0.95560, 3.58825], [-0.02905, 1.22788, 2.88164], [-0.86445, 2.22045, 3.27624], [-0.61856, 2.86392, 4.48187], [2.33145, 1.42679, 5.23666], [1.70381, 0.17605, 3.18517], [-1.73437, 2.43500, 2.65246], [-1.34765, 3.58195, 4.82148]], "e_lumo_ev": [-9.03, -9.03], "e_above_lowest_kcal_mol": 0.0, "charge": 3, "multiplicity": 1, "homo_ev": [-17.439, -17.440]}


Copy entry 2 word for word.
{"formula": "C22H24AuClI2O2P2", "method": "wB97M-V/def2-TZVPD", "elements": ["I", "I", "Au", "P", "C", "C", "H", "H", "H", "C", "H", "H", "H", "H", "H", "H", "C", "O", "Cl", "O", "P", "C", "C", "C", "C", "C", "C", "C", "C", "C", "C", "C", "C", "C", "C", "C", "C", "C", "C", "H", "H", "H", "H", "H", "H", "H", "H", "H", "H", "H", "H", "H", "H", "H"], "coordinates": [[3.45403, 4.00564, -2.06970], [4.48080, 2.40415, 1.46204], [2.88009, 0.91590, -0.04438], [4.70058, -0.41378, -0.89719], [5.95014, 0.80664, -1.34985], [5.56441, -1.57281, 0.20282], [3.82500, -2.32674, -2.11940], [5.48485, -1.81535, -2.65710], [4.04501, -0.90355, -3.17976], [4.48087, -1.47504, -2.35377], [4.96325, -2.48492, 0.32621], [6.52217, -1.81823, -0.28035], [6.86119, 0.25527, -1.64114], [6.16740, 1.44074, -0.47028], [5.73889, -1.10025, 1.17469], [5.55827, 1.44587, -2.15693], [1.45409, 2.30260, 0.08334], [0.84734, 3.26339, 0.24007], [2.28385, -1.51730, 0.05396], [-0.11591, 0.73809, 0.62933], [-1.54007, 0.23492, 0.53992], [-2.52410, 1.50846, -0.30094], [-3.49900, 2.20572, 0.44528], [-4.09930, 3.33669, -0.11107], [-3.63716, 3.84784, -1.32695], [-2.54918, 3.23827, -1.98217], [-1.96113, 2.08237, -1.45751], [-1.58331, -1.25079, -0.47870], [-2.08508, -2.45714, 0.02504], [-2.11237, -3.58631, -0.79075], [-1.63350, -3.54684, -2.09632], [-1.07503, -2.35956, -2.56487], [-1.00448, -1.22550, -1.75797], [-2.25072, -0.16117, 2.14644], [-1.43925, -0.09865, 3.29303], [-1.99391, -0.45458, 4.52000], [-3.33402, -0.84039, 4.61988], [-4.15699, -0.83037, 3.49202], [-3.61271, -0.48959, 2.25604], [-3.79139, 1.86477, 1.43568], [-4.93151, 3.80515, 0.41488], [-4.08378, 4.75989, -1.73369], [-2.17502, 3.65949, -2.91543], [-1.05474, 1.65733, -1.91621], [-2.53808, -2.49307, 1.02229], [-2.53738, -4.50476, -0.40251], [-1.67606, -4.43078, -2.72430], [-0.72517, -2.31430, -3.58785], [-0.57976, -0.29776, -2.13743], [-0.40196, 0.23374, 3.21044], [-1.36436, -0.46772, 5.40727], [-3.73008, -1.18780, 5.57230], [-5.20877, -1.11992, 3.55880], [-4.25692, -0.46796, 1.37274]], "e_lumo_ev": [-8.29, -10.56], "e_above_lowest_kcal_mol": 0.0, "charge": 2, "multiplicity": 3, "homo_ev": [-14.600, -14.583]}


> What is the charge in the third record?

+3